Record 1
Computed, not measured: C22H21N2O5SiTi as an isolated structure, with ωB97M-V/def2-TZVPD.

Atoms and positions in Å:
Ti -0.311 -0.831 0.714
O 5.279 -0.030 -0.728
C 5.627 -1.302 -0.802
O 6.594 -1.953 -0.988
C 4.195 -1.155 -0.541
C 3.208 -1.198 -1.623
C 1.901 -1.177 -1.353
N 1.388 -1.135 -0.057
C 2.326 -1.185 1.007
C 3.646 -1.211 0.813
C 1.740 -1.186 2.396
O 2.373 -1.283 3.395
O 0.372 -1.028 2.401
H 3.552 -1.238 -2.647
H 1.160 -1.196 -2.141
H 4.302 -1.257 1.672
C -3.206 -2.519 -1.921
Si -2.737 -2.177 -0.162
C -4.071 -2.576 1.056
C -1.153 -3.184 0.256
N -2.075 -0.577 0.064
C -2.574 0.720 -0.077
C -3.875 1.109 -0.378
C -4.181 2.459 -0.471
C -3.220 3.428 -0.264
C -1.912 3.074 0.045
C -1.634 1.731 0.120
O -0.366 1.187 0.456
C 0.810 1.989 0.366
C 1.473 2.276 1.539
C 2.671 2.975 1.447
C 3.159 3.362 0.208
C 2.456 3.061 -0.952
C 1.262 2.358 -0.884
H -3.503 -3.562 -2.048
H -2.382 -2.313 -2.606
H -4.053 -1.899 -2.222
H -4.385 -3.617 0.948
H -4.953 -1.952 0.901
H -3.737 -2.428 2.085
H -1.571 -4.190 0.358
H -0.646 -3.076 1.231
H -0.407 -3.258 -0.539
H -4.643 0.363 -0.537
H -5.194 2.756 -0.708
H -3.480 4.475 -0.336
H -1.149 3.821 0.215
H 1.069 1.962 2.493
H 3.220 3.213 2.348
H 4.094 3.900 0.142
H 2.842 3.364 -1.916
H 0.700 2.106 -1.774

Output
Net charge   +1
E_tot   -2475.473564 Ha
ΔE to the lowest compared entry with this formula, charge and spin   1.8 kcal/mol
HOMO energy   -11.77 eV
Maximum force   0.41 eV/A
Frontier orbital gap   7.0 eV

***

Record 2
Computed, not measured: one molecule with the formula C22H21N3 in a non-equilibrium geometry, with ωB97M-V/def2-TZVPD.

Atoms and positions in Å:
C -2.770 3.560 0.953
C -1.425 3.686 0.580
C -0.592 2.585 0.480
C -1.116 1.264 0.724
C -2.506 1.135 1.064
C -3.270 2.300 1.172
C -3.288 -0.149 1.359
C -2.647 -1.436 0.878
C -1.460 -1.753 1.693
C -1.509 -2.822 2.620
C -0.416 -3.133 3.440
C 0.771 -2.421 3.284
C 0.832 -1.373 2.355
C -0.290 -1.018 1.567
C -0.161 0.089 0.520
N -0.230 -0.418 -0.888
C 0.747 -1.443 -1.265
C 1.150 -0.637 -2.476
C 2.546 -0.105 -2.661
C 2.769 0.622 -3.858
N 3.954 1.160 -4.167
C 4.937 0.958 -3.278
C 4.739 0.272 -2.078
N 3.549 -0.326 -1.786
C 0.153 0.431 -2.017
H -3.356 4.459 1.046
H -0.964 4.665 0.387
H 0.475 2.746 0.177
H -4.302 2.225 1.499
H -4.265 -0.058 0.893
H -3.445 -0.212 2.453
H -3.371 -2.258 0.981
H -2.377 -1.403 -0.161
H -2.399 -3.433 2.745
H -0.530 -3.965 4.164
H 1.597 -2.611 3.945
H 1.769 -0.863 2.170
H 0.854 0.456 0.672
H 1.531 -1.533 -0.522
H 0.314 -2.421 -1.501
H 0.771 -1.119 -3.353
H 1.908 0.743 -4.500
H 5.910 1.383 -3.488
H 5.532 0.160 -1.369
H -0.705 0.590 -2.701
H 0.590 1.421 -1.750

Output
E_tot   -1015.159231 Ha
SMILES string   c1ccc2c(c1)CCc1ccccc1C2N1CC(c2cnccn2)C1
ΔE to the lowest compared entry with this formula, charge and spin   55.5 kcal/mol
HOMO energy   -8.40 eV
Maximum force   1.92 eV/A
Frontier orbital gap   8.8 eV

***

Record 3
Computed, not measured: an isolated ion of composition C22H22BrN2O8S and charge -1 in a non-equilibrium geometry, with ωB97M-V/def2-TZVPD.

Atoms and positions in Å:
C -0.307 -0.847 4.738
C 0.902 -1.323 3.985
O 0.650 -1.341 2.566
C 1.693 -1.941 1.932
O 2.749 -2.139 2.520
C 1.259 -2.325 0.579
C 2.070 -3.366 -0.121
O 3.085 -3.950 0.209
O 1.402 -3.707 -1.264
C 2.094 -4.769 -1.949
C 1.243 -5.361 -3.037
C 0.990 -0.672 -0.275
C 2.177 0.052 -0.514
N 3.223 -0.510 -1.283
O 4.425 -0.231 -1.021
O 2.879 -1.303 -2.218
C 2.053 1.394 0.022
C 2.833 2.552 -0.077
Br 4.473 2.581 -1.047
C 2.344 3.755 0.447
C 1.055 3.829 1.017
C 0.241 2.683 1.058
C 0.741 1.475 0.550
N 0.132 0.232 0.339
S -1.609 0.032 0.506
O -1.900 0.330 1.883
O -1.753 -1.288 -0.047
C -2.511 1.252 -0.438
C -3.418 2.075 0.234
C -4.134 3.044 -0.463
C -3.984 3.187 -1.843
C -4.783 4.241 -2.569
C -3.100 2.336 -2.516
C -2.376 1.365 -1.826
H 0.003 -0.345 5.657
H -0.941 -0.169 4.170
H -0.898 -1.720 5.038
H 1.143 -2.358 4.299
H 1.781 -0.680 4.155
H 0.171 -2.624 0.578
H 3.028 -4.341 -2.329
H 2.318 -5.540 -1.204
H 1.866 -5.956 -3.706
H 0.511 -6.039 -2.593
H 0.718 -4.629 -3.651
H 0.609 -1.475 -0.956
H 2.955 4.653 0.382
H 0.693 4.789 1.406
H -0.745 2.730 1.515
H -3.542 1.975 1.305
H -4.831 3.700 0.061
H -4.572 4.217 -3.648
H -5.861 4.068 -2.415
H -4.547 5.248 -2.185
H -2.999 2.446 -3.597
H -1.696 0.707 -2.357

Output
Net charge   -1
E_tot   -4535.079534 Ha
SMILES string   CCOC(=O)C(C(=O)OCC)[C@@H]1C(=[N+]([O-])[O-])c2c(Br)cccc2N1S(=O)(=O)c1ccc(C)cc1
HOMO energy   -3.40 eV
Maximum force   4.45 eV/A
Frontier orbital gap   5.6 eV

***

Record 4
Computed, not measured: a 4-piece molecular cluster, C22H22Cl2N3O6 overall in a non-equilibrium geometry, with ωB97M-V/def2-TZVPD.

Atoms and positions in Å:
C 1.633 -2.396 4.230
C 0.228 -2.296 3.675
Cl 0.164 -3.299 2.180
C -0.234 -0.890 3.342
Cl 0.249 0.259 4.639
N -1.683 -0.773 3.180
C -2.577 -1.797 3.378
N -2.916 -2.638 2.402
N -3.196 -1.956 4.588
H 1.815 -3.446 4.436
H 2.382 -2.097 3.508
H 1.740 -1.880 5.172
H -0.431 -2.781 4.389
H 0.219 -0.558 2.419
H -2.043 0.149 2.948
H -2.399 -2.456 1.547
H -2.828 -3.628 2.631
H -2.976 -1.164 5.184
H -2.871 -2.781 5.091
C 0.478 2.525 0.866
C -0.587 2.016 1.472
C -1.962 2.338 1.044
O -2.904 1.832 1.631
C -2.131 3.261 -0.095
C -1.074 3.785 -0.716
C 0.311 3.457 -0.284
O 1.277 3.926 -0.843
H 1.493 2.299 1.169
H -0.550 1.339 2.310
H -3.148 3.481 -0.392
H -1.168 4.465 -1.559
C 2.531 6.000 -4.234
C 1.482 5.475 -3.605
C 0.099 5.802 -4.026
O -0.864 5.325 -3.453
C -0.077 6.729 -5.168
C 0.971 7.254 -5.796
C 2.360 6.930 -5.379
O 3.314 7.406 -5.951
H 3.550 5.778 -3.945
H 1.581 4.794 -2.766
H -1.097 6.951 -5.456
H 0.867 7.934 -6.632
C 1.142 -7.602 -1.744
C 1.330 -6.707 -2.711
C 1.117 -5.258 -2.472
O 1.284 -4.438 -3.346
C 0.687 -4.845 -1.111
C 0.499 -5.740 -0.146
C 0.712 -7.190 -0.385
O 0.540 -7.998 0.500
H 1.291 -8.663 -1.898
H 1.644 -6.987 -3.708
H 0.539 -3.782 -0.959
H 0.187 -5.463 0.852

Output
Net charge   +1
E_tot   -2387.263055 Ha
HOMO energy   -11.63 eV
Maximum force   2.04 eV/A
Frontier orbital gap   6.7 eV

***

Record 5
Computed, not measured: one molecule with the formula C22H22ClN3O3 in a non-equilibrium geometry, with ωB97M-V/def2-TZVPD.

Atoms and positions in Å:
C 5.151 0.374 -5.244
O 4.920 -0.458 -4.079
C 3.935 -0.199 -3.341
C 2.844 0.797 -3.711
C 1.972 0.768 -2.678
C 2.069 0.022 -1.470
N 1.010 -0.042 -0.509
C -0.330 0.690 -0.598
O -0.652 1.219 -1.562
N -1.300 0.263 0.489
C -0.818 -0.591 1.666
C -1.407 -1.944 1.202
C -0.462 -2.981 0.649
C -1.155 -4.221 0.364
C -2.312 -4.446 0.860
N -3.358 -3.687 1.273
C -2.734 -2.344 1.754
C -2.523 0.862 0.434
C -2.837 1.828 1.563
C -3.981 1.356 2.357
C -4.186 2.117 3.681
C -3.679 3.196 3.754
C -2.458 3.330 3.231
C -2.039 2.840 2.004
Cl -0.584 3.354 1.113
C 2.891 -0.989 -1.405
O 2.889 -1.922 -0.142
C 3.926 -2.704 0.027
C 3.973 -1.069 -2.302
H 5.952 0.122 -5.739
H 4.422 0.053 -6.042
H 5.098 1.395 -5.139
H 2.794 1.155 -4.519
H 1.001 1.528 -2.764
H 1.095 -0.474 0.324
H 0.099 -0.642 1.826
H -1.499 -0.115 2.322
H 0.390 -2.580 0.324
H -0.477 -4.826 -0.206
H -3.005 -5.488 0.574
H -3.264 -1.488 2.273
H -2.498 1.447 -0.612
H -3.355 0.182 0.341
H -4.494 0.430 2.054
H -5.188 1.973 4.190
H -3.572 3.673 4.860
H -1.689 4.368 3.411
H 3.599 -2.878 1.006
H 4.859 -2.130 0.330
H 3.972 -3.344 -0.720
H 4.806 -1.640 -2.043

Output
E_tot   -1701.136396 Ha
SMILES string   COc1ccc(NC(=O)N(Cc2cccnc2)Cc2ccccc2Cl)c(OC)c1
ΔE to the lowest compared entry with this formula, charge and spin   414.7 kcal/mol
HOMO energy   -7.57 eV
Maximum force   18.12 eV/A
Frontier orbital gap   7.6 eV

***

> maximum force of number 5 (C22H22ClN3O3)?

18.12 eV/A

***

> The lowest HOMO energy belongs to which entry?

C22H21N2O5SiTi

***

What did the first record say?
Computed, not measured: C22H21N2O5SiTi as an isolated structure, with ωB97M-V/def2-TZVPD.

Atoms and positions in Å:
Ti -0.311 -0.831 0.714
O 5.279 -0.030 -0.728
C 5.627 -1.302 -0.802
O 6.594 -1.953 -0.988
C 4.195 -1.155 -0.541
C 3.208 -1.198 -1.623
C 1.901 -1.177 -1.353
N 1.388 -1.135 -0.057
C 2.326 -1.185 1.007
C 3.646 -1.211 0.813
C 1.740 -1.186 2.396
O 2.373 -1.283 3.395
O 0.372 -1.028 2.401
H 3.552 -1.238 -2.647
H 1.160 -1.196 -2.141
H 4.302 -1.257 1.672
C -3.206 -2.519 -1.921
Si -2.737 -2.177 -0.162
C -4.071 -2.576 1.056
C -1.153 -3.184 0.256
N -2.075 -0.577 0.064
C -2.574 0.720 -0.077
C -3.875 1.109 -0.378
C -4.181 2.459 -0.471
C -3.220 3.428 -0.264
C -1.912 3.074 0.045
C -1.634 1.731 0.120
O -0.366 1.187 0.456
C 0.810 1.989 0.366
C 1.473 2.276 1.539
C 2.671 2.975 1.447
C 3.159 3.362 0.208
C 2.456 3.061 -0.952
C 1.262 2.358 -0.884
H -3.503 -3.562 -2.048
H -2.382 -2.313 -2.606
H -4.053 -1.899 -2.222
H -4.385 -3.617 0.948
H -4.953 -1.952 0.901
H -3.737 -2.428 2.085
H -1.571 -4.190 0.358
H -0.646 -3.076 1.231
H -0.407 -3.258 -0.539
H -4.643 0.363 -0.537
H -5.194 2.756 -0.708
H -3.480 4.475 -0.336
H -1.149 3.821 0.215
H 1.069 1.962 2.493
H 3.220 3.213 2.348
H 4.094 3.900 0.142
H 2.842 3.364 -1.916
H 0.700 2.106 -1.774

Output
Net charge   +1
E_tot   -2475.473564 Ha
ΔE to the lowest compared entry with this formula, charge and spin   1.8 kcal/mol
HOMO energy   -11.77 eV
Maximum force   0.41 eV/A
Frontier orbital gap   7.0 eV

***

Copy entry 4 word for word.
Computed, not measured: a 4-piece molecular cluster, C22H22Cl2N3O6 overall in a non-equilibrium geometry, with ωB97M-V/def2-TZVPD.

Atoms and positions in Å:
C 1.633 -2.396 4.230
C 0.228 -2.296 3.675
Cl 0.164 -3.299 2.180
C -0.234 -0.890 3.342
Cl 0.249 0.259 4.639
N -1.683 -0.773 3.180
C -2.577 -1.797 3.378
N -2.916 -2.638 2.402
N -3.196 -1.956 4.588
H 1.815 -3.446 4.436
H 2.382 -2.097 3.508
H 1.740 -1.880 5.172
H -0.431 -2.781 4.389
H 0.219 -0.558 2.419
H -2.043 0.149 2.948
H -2.399 -2.456 1.547
H -2.828 -3.628 2.631
H -2.976 -1.164 5.184
H -2.871 -2.781 5.091
C 0.478 2.525 0.866
C -0.587 2.016 1.472
C -1.962 2.338 1.044
O -2.904 1.832 1.631
C -2.131 3.261 -0.095
C -1.074 3.785 -0.716
C 0.311 3.457 -0.284
O 1.277 3.926 -0.843
H 1.493 2.299 1.169
H -0.550 1.339 2.310
H -3.148 3.481 -0.392
H -1.168 4.465 -1.559
C 2.531 6.000 -4.234
C 1.482 5.475 -3.605
C 0.099 5.802 -4.026
O -0.864 5.325 -3.453
C -0.077 6.729 -5.168
C 0.971 7.254 -5.796
C 2.360 6.930 -5.379
O 3.314 7.406 -5.951
H 3.550 5.778 -3.945
H 1.581 4.794 -2.766
H -1.097 6.951 -5.456
H 0.867 7.934 -6.632
C 1.142 -7.602 -1.744
C 1.330 -6.707 -2.711
C 1.117 -5.258 -2.472
O 1.284 -4.438 -3.346
C 0.687 -4.845 -1.111
C 0.499 -5.740 -0.146
C 0.712 -7.190 -0.385
O 0.540 -7.998 0.500
H 1.291 -8.663 -1.898
H 1.644 -6.987 -3.708
H 0.539 -3.782 -0.959
H 0.187 -5.463 0.852

Output
Net charge   +1
E_tot   -2387.263055 Ha
HOMO energy   -11.63 eV
Maximum force   2.04 eV/A
Frontier orbital gap   6.7 eV